(1)
This record from OMol25 describes C9H14O5 as an isolated structure at a distorted geometry. The level of theory is wB97M-V/def2-TZVPD.

Structure (XYZ):
```
28
Properties=species:S:1:pos:R:3
O -1.54 -2.19 0.09
C -1.97 -1.12 -0.04
O -2.70 -0.55 0.95
H -2.79 -1.30 1.69
C -2.07 -0.36 -1.38
C -1.98 1.19 -0.78
C -0.75 1.46 0.10
O -0.21 2.71 -0.10
O -0.21 0.53 0.43
C 1.02 0.62 1.36
H 0.72 0.28 2.29
H 0.97 1.83 1.52
C 2.32 0.00 0.63
H 3.12 0.62 1.44
C 2.47 0.63 -0.84
H 3.47 0.80 -0.78
C 2.01 -0.70 -1.49
H 1.00 -0.37 -1.95
C 1.90 -1.56 -0.57
H 2.28 -2.54 -0.67
O 2.35 -1.22 0.61
H 0.62 -1.79 -0.18
H 2.69 -0.71 -2.25
H 1.88 1.62 -0.74
H -2.76 1.76 -0.43
H -1.86 1.94 -1.73
H -3.04 -0.49 -1.75
H -1.26 -0.35 -1.92
```

## Properties
* total energy: -19787.89076 eV
* gap between HOMO and LUMO: 9.660 eV
* energy relative to the best compared isomer or geometry (same formula, charge and spin): 846.2 kJ/mol



(2)
This record from OMol25 describes C9H15AsN5S5Tc as an isolated structure. The level of theory is wB97M-V/def2-TZVPD.

Structure (XYZ):
```
36
Properties=species:S:1:pos:R:3
Tc -1.17 0.75 0.56
S -4.92 0.62 4.77
As -4.31 0.25 2.38
S -1.57 2.69 0.69
S -2.24 -0.16 2.58
S -5.23 -1.14 4.16
C -4.76 -0.94 -0.81
C -3.99 -1.31 -2.07
C -2.57 -0.86 -2.05
N -1.98 -0.22 -1.09
N -0.66 0.09 -1.30
C -0.20 -0.34 -2.48
N 1.02 -0.19 -2.94
S -1.47 -1.14 -3.37
H -5.78 -1.28 -0.89
H -4.78 0.15 -0.67
H -4.31 -1.44 0.07
H -4.46 -0.88 -2.95
H -4.00 -2.39 -2.22
H 1.74 0.27 -2.40
H 1.29 -0.53 -3.85
C 2.86 -0.83 3.95
C 2.22 -0.10 2.84
C 2.78 0.81 1.92
C 1.78 1.17 1.05
N 0.60 0.51 1.40
N 0.93 -0.22 2.53
C 1.85 2.19 -0.03
H 3.27 -0.11 4.67
H 3.70 -1.41 3.57
H 2.17 -1.49 4.47
H 3.79 1.16 1.91
H 0.32 -0.94 2.88
H 2.87 2.28 -0.39
H 1.57 3.17 0.36
H 1.19 1.97 -0.87
```

## Properties
* total energy: -134195.49221 eV
* total charge: +4
* gap between HOMO and LUMO: 4.149 eV



| no. | M (u) |
| --- | --- |
| 1 | 202.21 |
| 2 | 526.51 |